Formula: C58H146N10O19
Source: OMol25
Level of theory: ωB97M-V/def2-TZVPD

Cartesian coordinates (Å):
C1 7.954 -20.297 4.471
C2 8.559 -21.090 3.232
C3 8.004 -22.502 3.031
O1 8.100 -23.223 4.295
C4 7.272 -24.370 4.176
N1 8.455 -20.194 2.088
H1 7.969 -20.867 5.400
H2 6.911 -20.031 4.301
H3 8.524 -19.374 4.572
H4 9.643 -21.146 3.337
H5 8.512 -22.994 2.202
H6 6.975 -22.401 2.687
H7 7.584 -24.986 3.334
H8 6.239 -24.159 3.898
H9 7.318 -25.060 5.019
H10 7.484 -20.164 1.814
H11 8.795 -19.259 2.263
C5 13.862 -22.554 8.947
O2 14.432 -22.514 10.248
C6 14.825 -23.827 10.739
C7 15.963 -24.578 9.981
N2 17.227 -23.877 9.993
C8 18.138 -24.779 9.301
C9 19.279 -23.888 8.676
O3 18.814 -23.158 7.543
C10 19.715 -23.052 6.451
H12 13.205 -23.407 8.777
H13 14.612 -22.395 8.172
H14 13.230 -21.667 8.946
H15 13.928 -24.447 10.737
H16 15.144 -23.630 11.762
H17 15.736 -24.652 8.918
H18 16.115 -25.585 10.370
H19 17.004 -23.075 9.421
H20 17.755 -25.500 8.580
H21 18.530 -25.424 10.087
H22 20.079 -24.553 8.348
H23 19.708 -23.185 9.390
H24 20.661 -22.651 6.816
H25 19.404 -22.310 5.716
H26 19.876 -23.911 5.800
C11 24.232 -11.871 5.529
O4 23.699 -13.131 6.055
C12 23.287 -14.059 5.053
C13 22.115 -13.542 4.251
N3 21.338 -14.707 3.802
C14 20.052 -14.272 3.224
C15 19.058 -15.406 2.772
O5 18.660 -16.215 3.890
C16 17.772 -17.332 3.567
H27 24.541 -11.264 6.379
H28 23.457 -11.285 5.035
H29 25.046 -12.061 4.829
H30 23.041 -14.970 5.598
H31 24.160 -14.308 4.449
H32 22.408 -12.938 3.393
H33 21.545 -12.866 4.889
H34 21.159 -15.191 4.670
H35 20.292 -13.722 2.314
H36 19.555 -13.520 3.838
H37 19.584 -16.046 2.063
H38 18.198 -14.877 2.364
H39 18.005 -17.734 2.581
H40 16.748 -16.960 3.534
H41 17.779 -18.160 4.276
C17 6.521 -28.893 -4.437
O6 6.545 -29.794 -5.559
C18 7.199 -29.333 -6.787
C19 7.475 -30.513 -7.714
N4 6.314 -31.160 -8.335
C20 6.525 -32.390 -9.054
C21 5.160 -33.013 -9.463
O7 4.445 -33.457 -8.336
C22 4.245 -34.861 -8.353
H42 5.800 -28.087 -4.571
H43 7.510 -28.470 -4.261
H44 6.417 -29.558 -3.580
H45 8.130 -28.819 -6.549
H46 6.515 -28.591 -7.198
H47 8.124 -31.216 -7.191
H48 8.160 -30.160 -8.486
H49 5.489 -31.117 -7.754
H50 7.103 -33.064 -8.422
H51 7.049 -32.115 -9.969
H52 5.390 -33.739 -10.243
H53 4.521 -32.278 -9.950
H54 3.788 -35.120 -7.398
H55 5.206 -35.374 -8.404
H56 3.711 -35.228 -9.229
C23 11.087 -14.860 7.133
O8 9.693 -14.545 7.425
C24 9.569 -13.120 7.762
C25 8.212 -12.707 8.232
N5 7.238 -12.343 7.202
C26 6.908 -13.459 6.303
C27 5.877 -13.124 5.281
O9 4.674 -12.746 5.870
C28 3.616 -12.605 5.062
H57 11.424 -14.375 6.217
H58 11.092 -15.946 7.037
H59 11.666 -14.499 7.982
H60 9.871 -12.583 6.862
H61 10.357 -13.016 8.507
H62 8.323 -11.824 8.862
H63 7.859 -13.529 8.854
H64 6.353 -12.073 7.606
H65 6.486 -14.322 6.818
H66 7.840 -13.788 5.845
H67 5.719 -14.060 4.744
H68 6.194 -12.339 4.595
H69 2.814 -12.132 5.627
H70 3.256 -13.533 4.617
H71 3.852 -11.896 4.268
C29 9.573 -30.766 9.017
O10 10.302 -30.909 7.769
C30 11.340 -31.847 7.950
C31 12.156 -32.010 6.640
N6 11.384 -32.819 5.697
C32 11.692 -34.235 5.646
C33 10.669 -35.082 4.882
O11 9.339 -34.767 5.376
C34 8.310 -35.235 4.463
H72 9.623 -29.702 9.249
H73 10.085 -31.250 9.849
H74 8.504 -30.960 8.926
H75 10.965 -32.805 8.308
H76 11.975 -31.535 8.779
H77 13.119 -32.492 6.809
H78 12.234 -31.045 6.141
H79 10.399 -32.729 5.904
H80 11.749 -34.595 6.673
H81 12.734 -34.345 5.347
H82 10.930 -36.127 5.049
H83 10.711 -34.862 3.815
H84 8.502 -36.180 3.954
H85 8.132 -34.419 3.762
H86 7.381 -35.234 5.033
C35 11.390 -24.685 -15.815
O12 11.652 -24.288 -14.508
C36 12.044 -25.383 -13.682
C37 12.514 -24.926 -12.283
N7 11.411 -24.584 -11.379
C38 11.730 -23.792 -10.124
C39 10.590 -23.196 -9.345
O13 10.923 -22.911 -7.998
C40 9.911 -22.244 -7.288
H87 11.353 -23.799 -16.448
H88 10.442 -25.222 -15.834
H89 12.082 -25.398 -16.263
H90 12.835 -25.956 -14.165
H91 11.241 -26.109 -13.558
H92 13.200 -24.110 -12.508
H93 13.125 -25.695 -11.810
H94 10.678 -24.217 -11.969
H95 12.426 -22.972 -10.303
H96 12.272 -24.485 -9.481
H97 9.802 -23.947 -9.397
H98 10.215 -22.298 -9.836
H99 10.394 -21.814 -6.410
H100 9.155 -22.965 -6.978
H101 9.378 -21.474 -7.847
C41 1.623 -21.690 4.257
O14 1.119 -22.976 4.342
C42 0.195 -23.331 3.317
C43 -0.320 -24.746 3.593
N8 0.851 -25.670 3.567
C44 0.514 -27.079 3.961
C45 1.716 -27.986 3.612
O15 2.575 -28.112 4.741
C46 3.533 -29.128 4.567
H102 2.438 -21.832 3.548
H103 2.064 -21.387 5.207
H104 0.993 -20.870 3.914
H105 0.763 -23.332 2.387
H106 -0.623 -22.613 3.263
H107 -0.950 -24.962 2.730
H108 -0.912 -24.711 4.507
H109 1.639 -25.263 4.051
H110 -0.307 -27.305 3.281
H111 0.130 -27.197 4.974
H112 2.313 -27.645 2.765
H113 1.377 -28.988 3.350
H114 3.150 -30.145 4.656
H115 4.268 -29.122 5.372
H116 4.077 -28.951 3.639
C47 4.546 -18.995 -1.596
O16 4.962 -17.675 -1.101
C48 4.392 -16.645 -1.900
C49 5.450 -16.166 -3.004
N9 6.754 -15.775 -2.404
C50 6.754 -14.515 -1.665
C51 8.031 -14.139 -0.995
O17 8.366 -15.077 0.030
C52 9.507 -14.674 0.784
H117 3.462 -19.076 -1.676
H118 4.874 -19.748 -0.879
H119 5.052 -19.070 -2.558
H120 4.270 -15.829 -1.188
H121 3.389 -16.950 -2.201
H122 5.062 -15.319 -3.570
H123 5.662 -16.936 -3.745
H124 7.195 -16.532 -1.902
H125 5.875 -14.511 -1.021
H126 6.582 -13.723 -2.394
H127 7.970 -13.067 -0.809
H128 8.873 -14.171 -1.687
H129 10.005 -15.498 1.295
H130 9.292 -13.864 1.481
H131 10.307 -14.322 0.132
C53 15.177 -27.124 2.023
O18 16.277 -27.980 2.296
C54 16.982 -27.721 3.478
C55 18.231 -28.619 3.623
N10 17.929 -29.971 4.025
C56 19.134 -30.835 3.805
C57 18.918 -32.351 3.831
O19 20.119 -32.990 3.466
C58 20.077 -34.392 3.773
H132 15.552 -26.101 2.055
H133 14.344 -27.276 2.709
H134 14.845 -27.298 1.000
H135 16.310 -27.899 4.317
H136 17.405 -26.717 3.440
H137 19.030 -28.175 4.217
H138 18.619 -28.547 2.607
H139 17.275 -30.302 3.329
H140 19.819 -30.562 4.607
H141 19.669 -30.618 2.881
H142 18.136 -32.709 3.162
H143 18.617 -32.538 4.862
H144 21.007 -34.842 3.426
H145 19.393 -34.946 3.130
H146 19.809 -34.633 4.802

## Properties
Total charge: 0
LUMO in eV: 0.3917
2S+1: 1
Energy above the lowest of the compared OMol25 structures with the same formula, charge and spin in kJ/mol: 673.3
SMILES string: COC[C@H](C)N.COCCNCCOC.COCCNCCOC.COCCNCCOC.COCCNCCOC.COCCNCCOC.COCCNCCOC.COCCNCCOC.COCCNCCOC.COCCNCCOC
E in eV: -116298.691

Formula: C58H152N12O17
Source: OMol25
Level of theory: ωB97M-V/def2-TZVPD

Cartesian coordinates (Å):
C1 -7.940 6.338 3.842
O1 -7.693 5.068 3.176
C2 -8.706 4.814 2.193
C3 -8.619 3.426 1.530
N1 -7.565 3.415 0.517
C4 -6.228 3.333 1.076
C5 -5.153 3.182 -0.012
O2 -5.404 1.871 -0.643
C6 -4.289 1.373 -1.393
H1 -8.874 6.293 4.402
H2 -8.129 7.176 3.171
H3 -7.176 6.670 4.545
H4 -8.706 5.650 1.493
H5 -9.697 4.937 2.631
H6 -9.585 3.226 1.068
H7 -8.387 2.617 2.224
H8 -7.681 2.601 -0.069
H9 -6.266 2.525 1.807
H10 -5.946 4.213 1.654
H11 -4.205 3.219 0.523
H12 -5.291 3.953 -0.770
H13 -3.315 1.356 -0.905
H14 -4.160 1.956 -2.306
H15 -4.554 0.398 -1.802
C7 2.950 0.952 -2.741
O3 3.885 0.232 -1.970
C8 5.174 0.790 -1.938
C9 6.022 -0.205 -1.128
N2 6.190 -1.522 -1.750
C10 6.664 -2.566 -0.821
C11 5.550 -3.028 0.167
O4 4.405 -3.527 -0.505
C12 4.454 -4.934 -0.877
H16 2.839 0.409 -3.679
H17 3.172 2.004 -2.921
H18 1.993 0.955 -2.221
H19 5.201 1.828 -1.605
H20 5.589 0.747 -2.945
H21 5.598 -0.410 -0.144
H22 7.062 0.121 -1.154
H23 5.295 -1.846 -2.085
H24 7.614 -2.366 -0.325
H25 7.016 -3.488 -1.284
H26 5.312 -2.168 0.793
H27 5.956 -3.754 0.872
H28 3.443 -5.329 -0.978
H29 4.967 -5.664 -0.250
H30 4.851 -4.874 -1.891
C13 -3.825 3.195 -8.733
O5 -2.884 3.253 -7.641
C14 -3.019 4.412 -6.868
C15 -2.017 4.343 -5.702
N3 -2.343 3.328 -4.722
C16 -1.694 3.496 -3.388
C17 -2.282 4.549 -2.502
O6 -1.662 4.416 -1.241
C18 -1.954 5.331 -0.259
H31 -4.874 3.187 -8.438
H32 -3.632 2.290 -9.309
H33 -3.638 4.068 -9.359
H34 -4.015 4.637 -6.486
H35 -2.703 5.219 -7.528
H36 -1.818 5.349 -5.333
H37 -1.040 3.974 -6.016
H38 -2.123 2.401 -5.058
H39 -0.679 3.856 -3.560
H40 -1.735 2.573 -2.810
H41 -3.363 4.445 -2.413
H42 -2.114 5.576 -2.826
H43 -1.511 5.095 0.709
H44 -3.006 5.303 0.024
H45 -1.571 6.331 -0.462
C19 3.398 2.017 2.645
O7 2.828 3.338 2.850
C20 3.479 4.393 2.134
C21 3.003 5.778 2.671
N4 3.610 6.333 3.842
C22 3.123 7.696 3.988
C23 3.870 8.224 5.175
O8 3.381 7.598 6.396
C24 4.221 7.976 7.496
H46 3.100 1.227 3.335
H47 4.486 2.067 2.691
H48 3.103 1.639 1.666
H49 3.353 4.350 1.053
H50 4.547 4.309 2.333
H51 1.933 5.684 2.858
H52 2.999 6.497 1.852
H53 3.288 5.856 4.672
H54 2.073 7.784 4.268
H55 3.334 8.377 3.163
H56 3.694 9.289 5.327
H57 4.955 8.145 5.096
H58 4.494 9.027 7.405
H59 5.100 7.341 7.602
H60 3.704 7.760 8.431
C25 -2.285 -5.483 -6.443
O9 -0.939 -5.725 -5.999
C26 -0.004 -4.635 -6.331
C27 1.432 -4.832 -5.925
N5 1.453 -5.144 -4.483
C28 1.593 -3.920 -3.623
C29 3.038 -3.346 -3.672
O10 3.146 -2.389 -4.677
C30 4.550 -2.045 -4.929
H61 -2.485 -5.737 -7.484
H62 -2.566 -4.432 -6.385
H63 -2.987 -5.951 -5.752
H64 -0.342 -3.738 -5.814
H65 -0.011 -4.398 -7.395
H66 1.988 -3.931 -6.183
H67 1.797 -5.609 -6.596
H68 0.590 -5.596 -4.220
H69 1.297 -4.161 -2.601
H70 0.881 -3.152 -3.923
H71 3.724 -4.173 -3.854
H72 3.266 -2.915 -2.697
H73 5.139 -2.928 -5.176
H74 4.994 -1.494 -4.100
H75 4.599 -1.390 -5.799
C31 -4.089 -1.765 1.068
C32 -4.422 -2.539 -0.215
C33 -3.204 -3.383 -0.648
O11 -3.314 -3.910 -2.036
C34 -2.145 -4.583 -2.507
N6 -5.603 -3.300 0.005
H76 -3.853 -2.316 1.979
H77 -4.979 -1.237 1.410
H78 -3.345 -0.988 0.892
H79 -4.584 -1.835 -1.031
H80 -3.116 -4.277 -0.030
H81 -2.330 -2.786 -0.388
H82 -1.267 -3.939 -2.564
H83 -2.301 -4.818 -3.559
H84 -1.823 -5.378 -1.835
H85 -5.495 -3.946 0.773
H86 -5.850 -3.806 -0.833
C35 -2.146 -0.746 3.965
C36 -0.935 -1.590 4.383
C37 -0.949 -1.969 5.889
O12 -0.653 -0.942 6.856
C38 0.528 -0.148 6.659
N7 -0.969 -2.768 3.507
H87 -3.134 -1.207 3.993
H88 -2.005 -0.439 2.928
H89 -2.234 0.101 4.644
H90 -0.017 -1.021 4.237
H91 -0.126 -2.668 6.043
H92 -1.895 -2.399 6.216
H93 0.736 0.330 7.616
H94 0.343 0.643 5.932
H95 1.401 -0.742 6.389
H96 -1.760 -3.324 3.798
H97 -1.157 -2.529 2.543
C39 1.117 -1.008 -7.778
C40 -0.055 -0.213 -7.232
C41 -0.100 -0.300 -5.731
O13 -1.284 0.232 -5.131
C42 -2.414 -0.685 -5.231
N8 0.206 1.176 -7.667
H98 0.911 -2.075 -7.683
H99 1.998 -0.827 -7.162
H100 1.324 -0.681 -8.797
H101 -0.991 -0.519 -7.700
H102 0.747 0.271 -5.349
H103 0.210 -1.314 -5.476
H104 -2.875 -0.541 -6.209
H105 -3.229 -0.286 -4.627
H106 -2.275 -1.749 -5.040
H107 0.188 1.197 -8.677
H108 -0.436 1.882 -7.335
C43 4.854 -1.279 3.465
C44 3.619 -2.056 3.754
C45 3.510 -2.580 5.203
O14 4.647 -3.420 5.574
C46 4.489 -4.258 6.713
N9 2.445 -1.220 3.398
H109 4.880 -0.875 2.453
H110 5.723 -1.922 3.606
H111 4.974 -0.423 4.130
H112 3.760 -2.932 3.121
H113 2.619 -3.204 5.276
H114 3.454 -1.763 5.922
H115 5.415 -4.734 7.035
H116 3.840 -5.076 6.398
H117 3.865 -3.747 7.446
H118 1.558 -1.636 3.648
H119 2.453 -1.149 2.390
C47 -3.995 5.282 4.543
C48 -3.233 4.123 5.267
C49 -1.977 3.605 4.502
O15 -2.237 3.013 3.186
C50 -1.123 2.477 2.489
N10 -2.848 4.583 6.589
H120 -4.795 5.697 5.157
H121 -4.504 5.010 3.618
H122 -3.333 6.092 4.237
H123 -3.899 3.261 5.294
H124 -1.334 2.910 5.041
H125 -1.327 4.459 4.310
H126 -0.383 3.266 2.626
H127 -1.437 2.250 1.471
H128 -0.655 1.588 2.912
H129 -3.542 4.971 7.211
H130 -2.096 5.248 6.482
C51 3.114 -8.923 2.925
C52 2.379 -8.243 1.693
C53 1.651 -6.942 2.067
O16 0.899 -6.523 0.888
C54 -0.221 -5.748 1.178
N11 3.334 -7.896 0.638
H131 3.728 -9.715 2.495
H132 2.407 -9.353 3.635
H133 3.714 -8.241 3.527
H134 1.671 -8.932 1.233
H135 2.352 -6.136 2.283
H136 0.980 -7.033 2.921
H137 -1.004 -6.406 1.556
H138 -0.675 -5.171 0.372
H139 -0.037 -5.032 1.980
H140 4.023 -7.277 1.043
H141 2.719 -7.379 0.026
C55 1.187 -2.691 0.002
C56 1.468 -1.214 -0.322
C57 0.303 -0.306 0.125
O17 -0.890 -0.571 -0.615
C58 -0.808 -0.003 -1.924
N12 2.842 -0.882 0.186
H142 0.498 -3.198 -0.674
H143 0.818 -2.857 1.014
H144 2.113 -3.266 -0.015
H145 1.513 -1.274 -1.409
H146 0.569 0.745 0.017
H147 0.276 -0.319 1.215
H148 -1.774 -0.122 -2.414
H149 -0.130 -0.536 -2.590
H150 -0.503 1.043 -1.968
H151 3.130 -0.082 -0.359
H152 3.542 -1.587 0.003

## Properties
Total charge: 0
LUMO in eV: 0.6358
2S+1: 1
Energy above the lowest of the compared OMol25 structures with the same formula, charge and spin in kJ/mol: 377.1
SMILES string: COC[C@H](C)N.COC[C@H](C)N.COC[C@H](C)N.COC[C@H](C)N.COC[C@H](C)N.COC[C@H](C)N.COC[C@H](C)N.COCCNCCOC.COCCNCCOC.COCCNCCOC.COCCNCCOC.COCCNCCOC
E in eV: -115285.017